No. 1
One molecule with the formula C3H4N2OS, computed with ωB97M-V/def2-TZVPD.

Summary:
F_max   8.5 eV/A
Frontier orbital gap   9.16 eV
Energy above the lowest of the compared OMol25 structures with the same formula, charge and spin   4.315 eV

```
! wB97M-V def2-TZVPD RIJCOSX def2/J DEFGRID3
* xyz 0 1
C -0.335 0.390 -1.370
C 0.611 -0.467 -1.741
C 0.344 -0.310 0.560
N 0.103 -0.071 2.188
N -0.457 0.496 -0.035
O -1.236 1.258 0.694
S 1.384 -1.177 -0.384
H -0.941 1.141 -1.899
H 1.127 -0.760 -2.734
H 0.261 -0.934 2.762
H -0.861 0.435 1.959
*
```

No. 2
C27H35N5O2P2V as an isolated structure, computed with ωB97M-V/def2-TZVPD.

Summary:
F_max   4.2 eV/A
Frontier orbital gap (spin up / spin down)   6.29 / 6.24 eV
Energy above the lowest of the compared OMol25 structures with the same formula, charge and spin   0.000 eV

```
! wB97M-V def2-TZVPD RIJCOSX def2/J DEFGRID3
* xyz 0 4
V -0.372 -1.523 3.895
C -1.277 1.565 4.828
C -1.367 0.665 3.701
C -0.788 0.853 2.365
C 0.412 -0.065 2.054
C 1.675 0.378 2.786
C 1.745 1.257 3.819
C 1.005 2.557 4.017
C -0.122 2.580 5.030
C 1.290 -1.411 5.223
H -2.255 2.098 4.879
H -2.265 0.015 3.691
H -0.553 1.900 2.148
H -1.583 0.514 1.679
H 0.180 -1.173 2.087
H 0.665 0.047 0.991
H 2.564 -0.225 2.539
H 2.426 1.011 4.658
H 0.720 2.986 3.043
H 1.776 3.246 4.396
H 0.279 2.524 6.054
H -0.586 3.570 4.981
H 1.317 -0.714 6.087
H 2.322 -1.451 4.832
H 0.953 -2.398 5.608
P 1.534 -1.103 -1.699
P -1.963 -0.571 -1.377
N 2.930 -0.032 -1.971
N 2.130 -2.358 -2.856
N -2.123 1.200 -1.588
N -3.579 -0.944 -2.039
C 0.444 -0.234 -2.915
C -0.998 -0.814 -2.948
C 3.641 0.525 -0.900
C 4.648 1.329 -1.400
C 4.579 1.278 -2.822
C 3.496 0.470 -3.143
C 2.284 -3.697 -2.477
C 2.722 -4.447 -3.569
C 2.845 -3.543 -4.673
C 2.433 -2.295 -4.219
C -1.854 2.018 -0.485
C -1.901 3.349 -0.863
C -2.183 3.370 -2.267
C -2.257 2.043 -2.697
C -4.359 -0.274 -2.988
C -5.340 -1.129 -3.468
C -5.190 -2.373 -2.779
C -4.119 -2.239 -1.915
H 0.865 -0.264 -3.938
H 0.435 0.821 -2.593
H -1.530 -0.373 -3.808
H -0.962 -1.908 -3.106
H 3.342 0.300 0.112
H 5.355 1.914 -0.821
H 5.222 1.770 -3.537
H 3.090 0.239 -4.110
H 2.064 -3.999 -1.469
H 2.936 -5.511 -3.589
H 3.207 -3.769 -5.674
H 2.312 -1.387 -4.785
H -1.653 1.578 0.458
H -1.758 4.184 -0.197
H -2.327 4.247 -2.868
H -2.412 1.647 -3.686
H -4.183 0.761 -3.227
H -6.060 -0.894 -4.242
H -5.797 -3.260 -2.935
H -3.687 -2.936 -1.211
O -1.140 0.624 5.965
N -1.488 -0.663 5.525
O -1.811 -1.454 6.400
*
```

No. 3
C44H39N5O3Ti as an isolated structure, computed with ωB97M-V/def2-TZVPD.

Summary:
F_max   2.3 eV/A
Frontier orbital gap   6.76 eV
Energy above the lowest of the compared OMol25 structures with the same formula, charge and spin   1.745 eV

```
! wB97M-V def2-TZVPD RIJCOSX def2/J DEFGRID3
* xyz 0 1
Ti -0.238 -0.149 -0.595
O -0.132 0.235 -2.390
C -0.601 1.151 -3.191
C 0.032 1.405 -4.422
C -0.445 2.372 -5.275
C -1.570 3.133 -4.936
C -2.242 2.862 -3.769
C -1.798 1.862 -2.893
C -2.612 1.351 -1.825
N -2.138 0.538 -0.947
N -3.035 -0.333 -0.350
C -2.532 -1.537 -0.415
O -1.343 -1.786 -0.883
C -3.439 -2.659 -0.073
C -4.519 -2.473 0.784
C -5.379 -3.524 1.052
C -5.174 -4.763 0.457
C -4.092 -4.954 -0.388
C -3.221 -3.907 -0.646
H 0.914 0.825 -4.660
H 0.052 2.543 -6.221
H -1.909 3.920 -5.597
H -3.132 3.425 -3.510
H -3.691 1.493 -1.866
H -4.664 -1.498 1.231
H -6.215 -3.375 1.724
H -5.868 -5.572 0.647
H -3.932 -5.919 -0.851
H -2.369 -4.038 -1.301
C 2.445 -3.522 -1.883
C 1.344 -2.650 -1.853
N 1.364 -1.527 -1.180
C 2.489 -1.172 -0.514
C 3.611 -2.024 -0.404
C 3.554 -3.231 -1.134
C 4.708 -1.599 0.375
C 4.686 -0.353 0.946
C 3.630 0.544 0.719
C 2.529 0.161 -0.019
N 1.468 0.970 -0.377
C 1.739 2.126 -1.075
C 2.912 2.358 -1.783
C 3.097 3.535 -2.519
C 2.155 4.529 -2.539
C 0.973 4.370 -1.792
C -0.013 5.372 -1.665
C -1.094 5.163 -0.854
C -1.210 3.928 -0.194
N -0.334 2.964 -0.312
C 0.756 3.166 -1.072
H 2.394 -4.422 -2.479
H 0.427 -2.883 -2.380
H 4.400 -3.908 -1.111
H 5.564 -2.250 0.497
H 5.518 -0.030 1.559
H 3.675 1.551 1.114
H 3.688 1.605 -1.785
H 4.018 3.659 -3.075
H 2.316 5.442 -3.099
H 0.109 6.307 -2.198
H -1.846 5.926 -0.709
H -2.066 3.732 0.446
C 0.643 -3.706 1.104
C 0.304 -3.214 2.507
C -1.207 -3.235 2.753
C 0.835 -1.844 2.896
C 1.705 -1.847 3.978
C 2.069 -0.692 4.643
C 1.429 0.474 4.288
C 0.555 0.544 3.207
C -0.191 1.871 3.098
C 0.641 2.909 2.337
C -1.620 1.748 2.568
C 0.374 -0.595 2.383
O -0.183 -0.471 1.148
H 0.471 -4.784 1.040
H 1.691 -3.518 0.868
H 0.005 -3.218 0.379
H 0.757 -3.916 3.212
H -1.684 -2.430 2.200
H -1.428 -3.100 3.813
H -1.640 -4.183 2.429
H 2.079 -2.800 4.333
H 2.767 -0.723 5.470
H 1.580 1.370 4.880
H -0.281 2.225 4.130
H 1.599 3.056 2.840
H 0.828 2.568 1.322
H 0.123 3.870 2.297
H -1.626 1.545 1.508
H -2.157 2.683 2.743
H -2.152 0.947 3.085
*
```

No. 4
One molecule with the formula C19H20N2O2S, computed with ωB97M-V/def2-TZVPD.

Summary:
F_max   2.6 eV/A
Frontier orbital gap   6.54 eV
Energy above the lowest of the compared OMol25 structures with the same formula, charge and spin   6.861 eV

```
! wB97M-V def2-TZVPD RIJCOSX def2/J DEFGRID3
* xyz 0 1
C 2.692 0.138 -4.556
C 1.884 -0.321 -3.374
C 2.476 -1.110 -2.383
C 1.749 -1.484 -1.256
C 0.408 -1.100 -1.113
C -0.380 -1.533 0.138
C -1.851 -1.671 -0.069
N -2.513 -2.416 0.877
O -3.767 -2.580 0.841
O -1.824 -2.947 1.805
C -0.197 -0.346 -2.114
C 0.535 0.027 -3.249
H 2.094 0.767 -5.221
H 3.579 0.701 -4.234
H 3.058 -0.712 -5.147
H 3.518 -1.423 -2.499
H 2.227 -2.078 -0.469
H 0.002 -2.518 0.443
H -2.344 -1.476 -1.016
H -1.236 -0.023 -2.011
H 0.048 0.599 -4.039
C 1.100 0.553 3.407
S 1.477 -0.515 1.978
C 1.370 -2.115 2.884
C -0.253 -0.576 1.297
C -0.827 0.787 0.993
C -2.220 0.903 0.957
C -2.833 2.126 0.691
C -2.049 3.247 0.408
C -2.677 4.497 0.055
N -3.212 5.497 -0.235
C -0.655 3.130 0.438
C -0.039 1.905 0.707
H 0.925 1.568 3.055
H 0.226 0.153 3.937
H 1.988 0.537 4.044
H 1.275 -2.928 2.164
H 2.306 -2.216 3.445
H 0.503 -2.086 3.552
H -0.802 -1.029 2.132
H -2.846 0.026 1.145
H -3.922 2.196 0.682
H -0.046 4.012 0.230
H 1.054 1.838 0.680
*
```

No. 5
C18H11Cl5F6MnN4O5S3 as an isolated structure, computed with ωB97M-V/def2-TZVPD.

Summary:
F_max   0.6 eV/A
Frontier orbital gap (spin up / spin down)   7.89 / 8.02 eV
Energy above the lowest of the compared OMol25 structures with the same formula, charge and spin   0.000 eV

```
! wB97M-V def2-TZVPD RIJCOSX def2/J DEFGRID3
* xyz 0 2
Mn -0.107 -0.249 0.245
Cl 3.776 4.689 3.917
C 2.834 3.371 3.344
C 2.388 3.350 2.027
Cl 2.774 4.637 0.956
C 1.625 2.284 1.575
Cl 1.029 2.237 -0.060
C 1.264 1.206 2.406
O 0.588 0.184 1.988
C 1.746 1.246 3.733
Cl 1.369 -0.089 4.744
C 2.508 2.308 4.192
Cl 3.069 2.318 5.817
S 1.695 -4.052 1.908
C 0.503 -3.006 1.257
N 0.938 -1.980 0.599
C 2.328 -1.957 0.584
C 3.113 -0.973 -0.018
C 4.484 -1.079 0.083
C 5.079 -2.147 0.766
C 4.313 -3.128 1.359
C 2.928 -3.021 1.260
H -0.547 -3.184 1.421
H 2.653 -0.144 -0.542
H 5.112 -0.322 -0.368
H 6.157 -2.200 0.833
H 4.773 -3.949 1.891
C -1.775 -2.398 -4.531
N -1.923 -2.280 -3.089
C -2.969 -3.038 -2.409
C -1.053 -1.622 -2.375
N -0.301 -1.028 -1.727
H -2.696 -2.081 -5.023
H -1.555 -3.430 -4.811
H -0.961 -1.759 -4.864
H -3.935 -2.793 -2.852
H -2.998 -2.749 -1.363
H -2.786 -4.111 -2.499
F -3.941 2.705 -1.882
C -3.917 2.471 -0.571
F -5.161 2.374 -0.125
F -3.302 3.471 0.039
S -3.017 0.880 -0.291
O -1.644 1.136 -0.692
O -3.707 -0.126 -1.042
N -3.170 0.791 1.276
S -2.755 -0.555 1.955
O -2.533 -0.399 3.346
O -1.748 -1.251 1.147
C -4.230 -1.708 1.806
F -4.486 -2.263 2.981
F -3.981 -2.684 0.928
F -5.300 -1.037 1.404
*
```

No. 6
One molecule with the formula C10H19N3O5, computed with ωB97M-V/def2-TZVPD.

Summary:
F_max   6.6 eV/A
SMILES   NCCCC[C@H](NC(=O)[C@@H](N)CC(=O)O)C(=O)O
Frontier orbital gap   9.20 eV
Energy above the lowest of the compared OMol25 structures with the same formula, charge and spin   5.980 eV

```
! wB97M-V def2-TZVPD RIJCOSX def2/J DEFGRID3
* xyz 0 1
N -6.520 -2.259 -0.522
C -5.359 -1.261 -0.518
C -3.941 -1.754 0.309
C -2.555 -1.003 -0.050
C -2.443 0.572 0.257
C -1.014 1.201 -0.113
N 0.072 0.394 0.455
C 1.285 0.591 -0.094
O 1.462 1.387 -1.084
C 2.483 -0.439 0.333
N 1.857 -1.384 1.170
C 3.424 -0.761 -0.850
C 4.751 -1.190 -0.127
O 4.906 -1.397 1.059
O 6.008 -0.969 -0.754
C -1.153 2.670 0.188
O -1.950 3.327 0.857
O -0.246 3.390 -0.316
H -6.343 -3.237 -0.839
H -7.202 -2.473 0.439
H -5.519 -0.453 0.316
H -4.903 -0.855 -1.523
H -4.142 -1.873 1.317
H -3.776 -2.744 -0.248
H -1.704 -1.579 0.555
H -2.510 -1.235 -1.132
H -3.202 1.272 -0.148
H -2.292 0.803 1.386
H -0.803 1.206 -1.275
H -0.105 -0.389 1.193
H 2.965 0.172 1.152
H 2.612 -1.787 1.656
H 1.759 -2.265 0.660
H 2.981 -1.634 -1.502
H 3.581 0.251 -1.405
H 5.923 -0.777 -1.783
H 0.524 2.694 -0.644
*
```